{
  "formula": "C37H55F16N3O14S4",
  "method": "ωB97M-V with the def2-TZVPD basis set",
  "elements": ["S", "S", "S", "S", "F", "F", "F", "F", "F", "F", "F", "F", "F", "F", "F", "F", "F", "F", "F", "F", "O", "O", "O", "O", "O", "O", "O", "O", "O", "O", "O", "O", "O", "O", "N", "N", "N", "C", "C", "C", "C", "C", "C", "C", "C", "C", "C", "C", "C", "C", "C", "C", "C", "C", "C", "C", "C", "C", "C", "C", "C", "C", "C", "C", "C", "C", "C", "C", "C", "C", "C", "C", "C", "C", "H", "H", "H", "H", "H", "H", "H", "H", "H", "H", "H", "H", "H", "H", "H", "H", "H", "H", "H", "H", "H", "H", "H", "H", "H", "H", "H", "H", "H", "H", "H", "H", "H", "H", "H", "H", "H", "H", "H", "H", "H", "H", "H", "H", "H", "H", "H", "H", "H", "H", "H", "H", "H", "H", "H"],
  "xyz": [[-3.4756, 1.7619, -1.7933], [1.5493, -5.2454, -3.2909], [0.7201, -0.7115, -2.6685], [-2.6566, -3.1784, 1.7621], [3.3671, 0.7980, 3.4027], [2.4571, -0.8404, 5.5998], [0.2937, 4.8332, 1.2375], [0.3345, 9.3136, 2.4126], [7.7475, 0.5611, 3.8714], [1.2523, 6.5372, 0.3587], [2.8449, 4.2814, 0.6518], [0.9275, 8.8203, 4.4463], [7.0695, 3.6137, 4.0851], [9.0258, 2.7421, 4.6345], [7.3309, 0.6229, 5.9650], [2.2078, 11.2088, 3.4396], [3.6991, 9.5301, 3.4261], [4.6491, -0.8387, 2.7737], [2.1304, -1.6761, 3.5761], [2.5842, 4.2955, 2.8775], [-3.5827, 1.3511, -3.1815], [1.3816, -6.6508, -3.5602], [0.4861, -0.3780, -4.0622], [1.9905, -1.1682, -2.1017], [-3.8590, -3.9239, 1.5306], [4.9816, 0.1096, 4.7116], [0.3521, 0.6470, -1.8045], [-1.7173, -4.1454, 2.6567], [1.1400, -4.2325, -4.2247], [-3.6114, 0.8254, -0.7047], [1.8694, 7.6740, 2.8042], [0.7463, -4.9532, -1.8700], [-4.6491, 2.8795, -1.5992], [-1.7872, -2.6657, 0.7366], [-6.0588, -4.5459, -2.0080], [-5.3844, -1.2555, -6.4773], [4.7228, 1.7386, -2.3657], [-2.9837, -1.8092, 2.9100], [-5.5279, -2.5158, -6.0293], [-4.7878, -4.3434, -1.6325], [0.8450, 6.6661, 2.6407], [-6.7412, -3.4830, -2.5011], [-7.0615, 3.1116, -1.5839], [3.0483, -1.3163, 4.5025], [-2.2885, -5.1025, 3.5726], [5.8147, 1.7239, 0.1797], [-0.5969, -1.8262, -2.0591], [-3.1920, -1.1684, -5.4396], [-4.9030, -2.0253, -2.2397], [5.3090, 0.6560, -1.8829], [-6.2427, -2.1761, -2.5581], [-2.0581, 2.8236, -1.5906], [-4.1733, -3.0977, -1.7489], [3.9913, -0.3238, 3.8351], [-3.3041, -2.5221, -5.0630], [-4.4393, -3.2035, -5.5270], [7.1050, 1.2970, 4.8064], [-4.2591, -0.6299, -6.1838], [1.8654, 0.7827, 0.1490], [5.5726, 1.3671, 4.5893], [-0.2604, -5.5203, 0.2383], [1.3611, 8.9404, 3.1718], [4.6273, 2.8251, -1.5568], [1.2594, 5.7821, 1.4709], [5.8460, 0.5610, -0.5901], [0.4538, 0.5637, -0.3661], [-5.8479, 2.6079, -2.3458], [-3.0145, -6.2241, 2.8840], [5.1414, 2.8575, -0.2748], [2.5567, 5.0339, 1.7378], [7.7024, 2.7328, 4.8772], [0.6677, -6.0047, -0.9194], [2.4797, 9.9445, 3.0346], [3.1958, -4.9466, -2.7690], [6.4479, -0.2907, -0.3092], [-0.6479, -2.7376, -2.6500], [-6.0158, 1.5523, -2.5704], [-6.8266, -1.3877, -3.0110], [-1.5081, -1.2374, -2.1573], [-7.4038, 2.3081, -0.9307], [-4.5524, -4.2795, -5.4806], [2.6557, 10.0077, 1.9459], [-4.4909, -1.0306, -2.3515], [-1.2540, 2.2338, -2.0281], [3.3625, 5.7714, 1.7717], [-2.7223, -6.4946, 1.8703], [6.3220, 1.7256, 1.1364], [3.7596, -4.8402, -3.6967], [2.4827, -0.1142, 0.0866], [-4.0845, -6.0364, 2.7875], [-2.8922, -4.6044, 4.3332], [2.4031, 1.6441, -0.2398], [5.4938, 1.7912, 3.5862], [-7.9097, 3.3528, -2.2262], [-2.1980, 3.7682, -2.1143], [-2.0264, 3.1504, -0.5524], [4.0566, 3.6465, -1.9686], [1.7015, -6.2345, -0.6450], [-2.9901, -7.1883, 3.3988], [5.1824, 2.0926, 5.3040], [-4.1110, 0.3474, -6.6280], [5.3168, -0.1938, -2.5546], [-6.9213, 4.0052, -0.9763], [5.0494, 3.7864, 0.2653], [-7.7540, -3.7278, -2.7921], [-6.3767, -3.1050, -6.3512], [-1.4102, -5.4945, 4.0857], [-2.5621, -3.0821, -4.5122], [-0.8383, -6.2478, 0.8032], [-2.0913, -1.3114, 3.2832], [0.2667, -6.9208, -1.3556], [7.5700, 2.9975, 5.9311], [-4.2727, -5.1039, -1.0600], [-5.7080, 2.9898, -3.3591], [-2.3395, -0.5854, -5.1231], [-3.1257, -2.9669, -1.5146], [-0.9310, -4.8176, -0.2538], [-3.6054, -1.1157, 2.3394], [3.6419, -2.2170, 4.6887], [0.8933, 6.0883, 3.5657], [-3.6014, -1.9623, 3.7966], [-0.3294, -2.0305, -1.0278], [-0.0906, -0.3170, -0.0235], [-0.1519, 1.3496, 0.0927], [1.8783, 0.8973, 1.2383], [3.1932, -4.0035, -2.2248], [0.3030, -4.9989, 1.0118], [3.6473, -5.7556, -2.2013], [-0.1244, 7.1545, 2.5814]],
  "forces_ev_per_angstrom": [[-1.4843, 1.2431, -0.6656], [-1.1728, -0.6742, 1.3126], [0.0019, -0.1944, 0.9395], [0.6322, -0.3027, 2.0469], [-0.8898, -0.4611, -0.3214], [0.0288, 0.1976, -0.1684], [-0.0263, 0.0399, 0.4985], [-0.2512, 0.2404, -0.1468], [-0.3002, 0.2183, -0.5009], [1.0477, -0.0165, -0.2528], [-0.5258, -0.5931, 0.2351], [-0.4281, 0.4109, 0.1617], [-0.0024, -0.1049, -0.3974], [-0.1593, -0.0881, -0.4602], [0.2931, 0.5819, 0.4066], [-0.1780, -0.8906, 0.8051], [-0.2378, -0.1583, 1.5916], [-0.8976, -0.6038, -0.1293], [-0.4792, 0.2952, 0.0710], [-0.6402, 0.1841, -0.6817], [0.5726, -0.2861, 1.2614], [0.1355, 0.7478, -0.2643], [0.6450, -0.2756, 1.9240], [-1.4127, 0.3042, -1.4704], [0.2159, 0.8491, -0.5450], [-0.6247, -1.4292, 1.0617], [-0.1815, -0.5225, -0.7872], [0.0112, 0.8767, -0.5818], [0.2048, -0.6372, 0.9108], [0.5859, 0.2523, -0.7957], [-0.5788, 1.4787, -0.5747], [0.1158, 0.7001, -1.8770], [0.6609, -0.8283, 0.2365], [-0.8717, -0.3783, 0.5500], [0.1405, 0.6620, -0.2016], [-0.8031, -0.1241, 0.5721], [-0.2515, 0.9240, 0.5361], [-0.6600, 0.4887, -0.2257], [1.5967, 0.0671, -1.4910], [-0.6108, 1.0891, 0.3495], [0.7998, 0.1537, 1.3691], [0.4432, -0.4688, 0.6936], [-0.3766, -0.0619, 0.1976], [0.9140, -1.1844, -0.9048], [0.5000, -0.3785, -0.0312], [-0.0677, -0.3989, 0.2037], [0.7624, 0.9547, -0.5135], [-0.7614, -1.3218, 0.6406], [-0.2664, 0.5658, 0.1913], [-0.1477, -0.2321, 0.3969], [0.1586, -1.4968, -0.5269], [-0.8049, 0.1643, -0.0079], [-0.0485, 0.0585, -0.4610], [2.3227, 3.0215, 0.2632], [-0.6801, 0.5558, -1.2097], [-0.2247, -0.2086, 0.9000], [-0.7324, -0.6538, -0.3700], [1.0666, 0.0812, 0.1057], [0.5007, -1.1932, 1.1209], [1.1921, 0.7087, -1.0922], [1.0679, 0.4258, -0.6281], [0.9189, -2.2679, 1.2708], [-0.1528, -1.3161, -0.5582], [-2.1530, -0.2564, 0.6168], [0.3073, 1.2496, -0.6828], [0.1205, 0.5687, 0.5577], [-0.6711, 0.0208, -0.8835], [-1.5462, -1.1613, -0.3191], [0.3178, -0.1801, -0.5474], [1.7334, 1.2821, -0.9325], [0.1132, -0.8626, 1.8977], [-0.2645, -1.0047, 1.0510], [1.3949, 0.9617, -3.6490], [0.5184, 0.4797, -0.4887], [-0.2748, -0.1561, 0.2054], [0.2799, 0.0906, -0.0888], [0.4006, -0.2139, 0.5568], [-0.0506, 0.1099, 0.2043], [-0.1110, -0.1370, 0.1333], [0.0172, 0.1452, 0.1996], [0.2196, -0.0374, 0.5299], [-0.6786, 0.1624, 0.0613], [0.3771, -0.1389, 0.0582], [0.3907, 0.2187, 0.5176], [0.0223, 0.0645, 0.4544], [0.5315, 0.5459, 0.0143], [-0.0562, 0.0648, 0.1017], [0.0581, 0.1163, 0.0476], [0.0866, 0.0973, -0.7362], [0.0567, 0.2945, 0.0169], [-0.1621, 0.0923, -0.1810], [-0.2861, -0.0384, -0.4103], [-0.4240, -0.0566, -0.0078], [0.1910, -0.1785, -0.3349], [-0.2297, -0.3737, -0.5778], [0.5061, -0.6860, 0.1788], [0.1497, 0.1967, -0.0183], [-0.1507, -0.0666, 0.5575], [0.4268, 0.2598, 0.5121], [-0.2319, -0.1458, 0.0752], [-0.2413, 0.1720, 0.1160], [0.1392, -0.0855, 0.0064], [0.4671, -0.0356, -0.0711], [0.2176, -0.1824, 0.3294], [-0.1031, 0.1661, -0.1346], [-0.4023, 0.3846, 0.1317], [0.0498, 0.1267, -0.0393], [0.2893, 0.2171, -0.0867], [0.1159, -0.5228, -0.5914], [0.3108, -0.2102, -0.5870], [-0.0856, 0.1997, -0.2902], [-0.0678, 0.5170, -0.0840], [-0.0667, -0.4579, -0.4116], [-0.1258, 0.6452, 0.2049], [0.0114, 0.1711, -0.2130], [-0.0232, -0.0719, 0.2408], [-0.2006, 0.0391, 0.3415], [0.3617, 0.1306, -0.3082], [-0.0970, 0.0835, 0.5919], [-0.3281, -0.2599, -0.1464], [0.0373, -1.1013, -0.1819], [-0.2468, -0.1945, -0.0522], [0.6527, -0.3736, 0.1053], [-0.1839, 0.3792, -0.7982], [-0.5844, 0.3847, 0.0414], [0.0740, 0.0080, -0.0462], [0.0527, 0.3290, -0.2360], [-0.4285, -0.1060, 0.1137], [-0.1274, -0.4695, -0.6163]],
  "smiles": "FC(F)C(F)(F)COC(F)(F)C(F)F.FC(F)C(F)(F)COC(F)(F)C(F)F.CCOS(C)(=O)=O.CCOS(C)(=O)=O.CCOS(C)(=O)=O.CCOS(C)(=O)=O.c1ccncc1.c1ccncc1.c1ccncc1",
  "relative_energy_kj_mol": 325.3,
  "total_energy_ha": -5850.9521,
  "gap_ev": 8.9
}